Record 1
The following is a DFT calculation (wB97M-V/def2-TZVPD) of 5 unconnected molecules or ions with the total composition H12NO4 in a non-equilibrium geometry.

The geometry in XYZ format:
```
17
H12NO4 | OMol25 | wB97M-V/def2-TZVPD
H 0.20123 -2.30034 3.33438
H -1.44750 -1.80795 -1.91395
H 2.05688 -1.19710 -3.19912
H 1.10639 0.60878 0.39499
H 0.29400 -0.44802 1.56403
O -0.16016 -1.68462 2.67910
H -0.28794 -0.20459 0.07158
H -0.69530 -2.23180 2.09135
H -0.03111 3.33435 1.13817
H -0.29339 1.07997 1.19014
H -0.58949 -0.51453 -2.24868
H 1.60688 0.08112 -3.78187
O -1.18507 -0.93651 -1.61496
O 1.56133 -0.40502 -2.94426
N 0.24682 0.28058 0.81319
O -0.84677 2.88961 1.39359
H -1.53681 3.45610 1.03232
```

Output
Lowest unoccupied orbital energy   -3.0 eV
Net charge   +1
Relative energy (zero: lowest compared OMol25 entry of this formula, charge and spin)   12.8 kcal/mol
Multiplicity   1

List of natural (NBO) charges in e, atom by atom: 0.51 0.50 0.49 0.43 0.47 -0.96 0.46 0.49 0.48 0.47 0.51 0.48 -0.99 -0.96 -0.92 -0.96 0.50


Record 2
The following is a DFT calculation (wB97M-V/def2-TZVPD) of a molecular structure, H12NaO6 in a non-equilibrium geometry.

The geometry in XYZ format:
```
19
H12NaO6 | OMol25 | wB97M-V/def2-TZVPD
Na 0.13057 -0.11189 -0.28472
O -2.43569 -0.44571 0.33559
O 1.62450 -2.16121 -0.34992
H 2.43405 1.83843 -0.82926
H 1.93988 -2.80592 -0.98326
H 2.55813 0.40715 -1.30668
O 2.29785 0.93294 -0.55036
H -3.34734 -0.32476 0.07005
O -0.63720 0.45345 -2.52044
O 0.07858 -1.09085 2.31259
H -2.42696 -0.23121 1.26841
H 0.48894 -0.91717 3.15974
H 2.28593 -2.16106 0.34199
H -0.92649 2.15155 1.66647
H -0.23696 -1.99210 2.37904
H -0.02089 0.68931 -3.21382
O -1.12800 1.91852 0.76020
H -1.34049 1.09849 -2.59485
H -1.33836 2.75202 0.33918
```

Output
Lowest unoccupied orbital energy (spin up / spin down)   -7.3 / -15.2 eV
Net charge   +2
⟨S²⟩   0.757
Relative energy (zero: lowest compared OMol25 entry of this formula, charge and spin)   0.0 kcal/mol
Multiplicity   2

List of natural (NBO) charges in e, atom by atom: 0.94 -0.47 -0.97 0.50 0.51 0.49 -0.97 0.53 -0.97 -0.90 0.52 0.51 0.50 0.52 0.50 0.51 -0.75 0.49 0.52


Record 3
The following is a DFT calculation (wB97M-V/def2-TZVPD) of a molecular structure, H12NiO6 in a non-equilibrium geometry.

The geometry in XYZ format:
```
19
H12NiO6 | OMol25 | wB97M-V/def2-TZVPD
H 1.72839 2.13322 0.03239
H -1.53303 -0.24854 -2.03072
H 1.32557 -1.28525 -1.70248
H 1.07727 -0.94345 2.29570
O 1.63415 -0.47574 -1.30173
O -1.73129 0.55744 0.97752
H -1.07346 -2.57778 0.42115
H 2.53458 -0.69187 -1.04635
O -0.54137 -1.96573 -0.09654
H -1.72476 1.26399 -1.77652
H 0.42214 2.82767 0.07378
H 1.25456 0.47923 1.98893
H -2.70864 0.66313 0.97483
O 0.79178 1.99850 -0.23374
O 0.93767 -0.35146 1.53507
H -1.50483 0.34807 1.86992
O -1.15248 0.52413 -1.70251
Ni -0.03989 0.14614 -0.17455
H 0.30364 -2.40171 -0.10417
```

Output
Lowest unoccupied orbital energy (spin up / spin down)   -7.3 / -7.9 eV
Net charge   +2
⟨S²⟩   2.003
Relative energy (zero: lowest compared OMol25 entry of this formula, charge and spin)   21.9 kcal/mol
Multiplicity   3

List of natural (NBO) charges in e, atom by atom: 0.52 0.52 0.50 0.54 -0.96 -0.99 0.53 0.53 -0.98 0.53 0.53 0.52 0.54 -0.97 -1.00 0.51 -0.95 1.58 0.50


Number 1: electronic energy -362.697379 a.u.. Number 2: electronic energy -620.261062 a.u.. Number 3: electronic energy -1966.375134 a.u..